ORCA calculation (ωB97M-V/def2-TZVPD) on C4H5KNO8S2 as an isolated structure in a non-equilibrium geometry.

Results
Kohn-Sham gap (alpha / beta) in eV: 4.81 / 3.15
Total charge: -2
Spin multiplicity: 2
E in hartree: -2208.37918
Lowest unoccupied orbital energy (alpha / beta) in eV: 3.70 / 3.70

Structure (XYZ):
```
21
Properties=species:S:1:pos:R:3:forces:R:3
K 35.548 0.296 -31.226 -0.351 -1.376 -0.984
S 32.484 -1.613 -32.258 -0.880 2.581 3.173
O 32.935 -2.401 -31.063 -0.802 0.031 0.483
O 31.019 -1.387 -32.331 0.883 -0.346 0.348
O 33.216 -0.327 -32.218 -0.324 1.155 0.492
O 33.003 -2.368 -33.320 0.931 -2.894 -4.109
S 36.687 -2.202 -33.144 -0.511 0.494 -2.303
O 36.158 -2.531 -31.874 -0.942 -0.513 5.496
O 35.789 -2.966 -34.010 -0.357 -0.521 -2.106
O 36.560 -0.755 -33.342 -0.020 1.936 -0.443
O 38.065 -2.569 -33.306 2.411 -0.841 -0.318
N 35.502 4.232 -31.484 -1.277 -0.836 0.602
C 34.290 3.686 -31.120 -0.122 -0.906 1.545
C 34.540 2.797 -30.032 -0.932 0.889 -1.030
C 35.916 2.809 -29.718 -0.465 1.076 -2.440
C 36.423 3.658 -30.706 3.130 -0.087 1.520
H 35.674 4.975 -32.146 -0.112 -0.436 0.103
H 33.380 3.968 -31.628 0.069 -0.230 0.134
H 33.874 2.092 -29.556 -0.549 0.365 -0.246
H 36.428 2.101 -29.083 0.171 0.414 0.062
H 37.462 3.901 -30.872 0.049 0.046 0.021
```
Positions in Å, forces in eV/Å.

natural (NBO) atomic charge list, values in e, 5 entries: number 1, K, carries 0.953; number 2, S, carries 2.566; number 3, O, carries -0.889; number 4, O, carries -1.052; number 5, O, carries -1.121